[1]
DFT (ωB97M-V with the def2-TZVPD basis set) results for a gas-phase ion, C5H7N2O3 (charge -1).

ORCA input file:
```
! wB97M-V def2-TZVPD RIJCOSX def2/J DEFGRID3
* xyz -1 1
C 2.22213 -0.20518 -0.81689
C 2.44610 0.64809 -1.77420
C 1.11413 -0.28475 0.18206
C -1.49389 -1.08930 1.39379
C -0.94044 0.26501 1.01158
N -0.68401 0.29090 -1.45661
N -0.14130 0.03686 -0.19736
O 2.67757 1.30537 -2.71999
O 1.33871 -0.66602 1.32699
O -1.09803 1.64988 -1.52905
H 3.11820 -0.83677 -0.54058
H -0.68450 -1.78006 1.09985
H -1.78540 -1.21457 2.38140
H -2.34170 -1.23003 0.77124
H -1.64960 1.04220 0.93481
H -0.07328 0.35546 1.81838
H -2.02468 1.71290 -1.88542
*
```

Values from the calculation:
Lowest unoccupied orbital energy = 0.1393 Eh
Max |F| = 0.080 hartree/bohr
HOMO = -1.828 eV
SMILES = CCN([N-]O)C(=O)C=C=O
Energy above the lowest of the compared OMol25 structures with the same formula, charge and spin = 5.584 eV
Total energy = -14417.345 eV



[2]
DFT (ωB97M-V with the def2-TZVPD basis set) results for C5H7N3 in the gas phase.

ORCA input file:
```
! wB97M-V def2-TZVPD RIJCOSX def2/J DEFGRID3
* xyz 0 1
C -1.15617 0.05544 -2.12202
C -0.29533 0.34835 -0.90089
C 0.42702 0.33925 1.90649
C 0.85900 -0.81564 1.40362
C 1.33510 -1.03250 0.09133
H -1.53254 -0.98427 -2.09747
H -2.08050 0.58470 -1.83953
H -0.68974 0.17195 -3.10908
H -0.28065 2.09453 1.66198
H -0.04324 0.50691 2.90575
H 0.97551 -1.58259 2.16221
H 1.94281 -1.96216 0.02243
N -0.61579 1.18067 -0.09086
N 0.18791 1.45728 1.00089
N 0.96661 -0.36192 -0.99485
*
```

Values from the calculation:
Lowest unoccupied orbital energy = 0.0005 Eh
Max |F| = 0.116 hartree/bohr
HOMO = -8.471 eV
SMILES = CC1=NNC=CC=N1
Energy above the lowest of the compared OMol25 structures with the same formula, charge and spin = 3.667 eV
Total energy = -9765.721 eV



[3]
DFT (ωB97M-V with the def2-TZVPD basis set) results for C5H7N3 in the gas phase.

ORCA input file:
```
! wB97M-V def2-TZVPD RIJCOSX def2/J DEFGRID3
* xyz 0 1
N 2.35007 2.46782 -0.06075
N 2.69299 1.37653 -0.73241
N 1.33328 2.43047 0.76751
C 1.99840 0.22984 -0.62302
C 0.57004 1.33481 0.91632
C 0.85876 0.17096 0.17895
C -0.59269 1.44468 1.82431
C -0.03132 -1.11220 0.18093
H 2.27575 -0.63331 -1.21638
H -0.65743 2.43463 2.30661
H -1.50856 1.32226 1.27907
H -0.52250 0.72261 2.60516
H 0.45843 -1.92151 -0.35804
H -0.98000 -0.88947 -0.32882
H -0.30755 -1.44047 1.19823
*
```

Values from the calculation:
Lowest unoccupied orbital energy = 0.0172 Eh
Max |F| = 0.037 hartree/bohr
HOMO = -9.731 eV
SMILES = Cc1cnnnc1C
Energy above the lowest of the compared OMol25 structures with the same formula, charge and spin = 2.390 eV
Total energy = -9766.998 eV



[4]
DFT (ωB97M-V with the def2-TZVPD basis set) results for C5H7N3 in the gas phase.

ORCA input file:
```
! wB97M-V def2-TZVPD RIJCOSX def2/J DEFGRID3
* xyz 0 1
C -0.29094 -2.49880 -0.06864
C -0.10066 0.09120 -0.03568
C -0.45642 1.77708 -1.22746
C 0.52079 2.13524 -0.09368
C 0.58861 1.11410 0.73809
H 0.46112 -3.32917 1.57917
H -0.97019 -2.27958 -0.94946
H 0.48986 -1.13098 1.48384
H -0.02858 1.79041 -2.27841
H -1.41124 2.45408 -0.91859
H 0.65971 3.16217 0.10012
H 1.18571 0.79598 1.57923
N -0.07591 -3.42635 0.80782
N 0.14115 -1.14816 0.39990
N -0.71301 0.49279 -1.11625
*
```

Values from the calculation:
Lowest unoccupied orbital energy = 0.0217 Eh
Max |F| = 0.151 hartree/bohr
HOMO = -8.621 eV
SMILES = [H]/N=C\NC1=NCC=C1
Energy above the lowest of the compared OMol25 structures with the same formula, charge and spin = 4.198 eV
Total energy = -9765.189 eV



[5]
DFT (ωB97M-V with the def2-TZVPD basis set) results for a molecular structure, C5H7N3.

ORCA input file:
```
! wB97M-V def2-TZVPD RIJCOSX def2/J DEFGRID3
* xyz 0 1
C -2.42155 -0.50840 0.00030
C 0.13240 -0.53524 -0.02803
C 2.37567 -0.48394 -0.12010
C 1.96643 0.73067 0.06329
C 0.52468 0.95643 0.11300
H -1.72528 1.21061 -0.92007
H -3.31059 -1.24071 0.83393
H -0.97728 -2.01143 0.30707
H 3.31492 -0.93890 -0.53283
H 2.55465 1.72319 0.23042
H 0.10717 1.29887 -0.68977
H 0.15722 1.37031 1.05368
N -2.64403 0.81980 -0.16789
N -1.12529 -1.05805 -0.08185
N 1.07088 -1.33322 -0.06116
*
```

Values from the calculation:
Lowest unoccupied orbital energy = 0.0255 Eh
Max |F| = 0.132 hartree/bohr
HOMO = -8.755 eV
Energy above the lowest of the compared OMol25 structures with the same formula, charge and spin = 5.478 eV
Total energy = -9763.910 eV



[6]
DFT (ωB97M-V with the def2-TZVPD basis set) results for 2 unconnected molecules or ions with the total composition C5H7N3.

ORCA input file:
```
! wB97M-V def2-TZVPD RIJCOSX def2/J DEFGRID3
* xyz 0 1
C 0.39221 0.03233 0.12475
C -1.53548 -0.34170 -1.31193
C -2.25422 0.09732 -0.19565
C -0.06997 -0.63141 1.27449
C -0.08633 -0.97531 2.57464
H 2.71875 1.85939 -0.51332
H 1.25637 1.05061 -1.71362
H 0.48122 -0.31806 -2.18866
H -1.96419 -0.57525 -2.31280
H -3.56763 0.72926 -0.35647
H -1.71044 0.26601 0.87886
H -0.30303 -1.58414 3.41123
N 2.02764 0.97297 -0.82476
N 1.53294 0.63119 0.38266
N -0.07319 -0.24920 -1.27263
*
```

Values from the calculation:
Lowest unoccupied orbital energy = 0.0105 Eh
Max |F| = 0.205 hartree/bohr
HOMO = -8.115 eV
Energy above the lowest of the compared OMol25 structures with the same formula, charge and spin = 9.831 eV
Total energy = -9759.557 eV



[7]
DFT (ωB97M-V with the def2-TZVPD basis set) results for a gas-phase ion, C5H7N3 (charge +2).

ORCA input file:
```
! wB97M-V def2-TZVPD RIJCOSX def2/J DEFGRID3
* xyz 2 1
C -1.65709 0.03479 1.04164
C 1.02288 0.58157 -1.38441
C -1.19282 1.05064 -1.11382
C -0.53640 -0.83211 1.41568
C 0.77785 -0.73941 0.81591
N -1.59121 0.59906 -0.10676
N 1.31795 -0.17402 -0.27983
N -0.10483 1.26464 -1.76247
H -2.51258 0.32253 1.53123
H 1.82432 0.76142 -2.05486
H -0.44581 -0.85718 2.53420
H -0.56854 -1.87593 1.17544
H 1.57799 -1.17271 1.39853
H 2.21432 -0.63804 -0.45790
H -0.12602 1.67472 -2.75258
*
```

Values from the calculation:
Lowest unoccupied orbital energy (alpha / beta) = -0.3901 / -0.3907 Eh
Max |F| = 0.054 hartree/bohr
HOMO (alpha / beta) = -17.775 / -17.929 eV
Energy above the lowest of the compared OMol25 structures with the same formula, charge and spin = 2.198 eV
Total energy = -9745.193 eV



[8]
DFT (ωB97M-V with the def2-TZVPD basis set) results for C5H7N3O in the gas phase.

ORCA input file:
```
! wB97M-V def2-TZVPD RIJCOSX def2/J DEFGRID3
* xyz 0 1
C 1.74972 0.75751 0.36799
C 1.30678 0.08256 1.56269
C -0.60940 -0.93530 -0.46502
N -0.61730 -1.10056 -1.81646
C -1.70149 1.19312 -0.05839
N 0.43369 0.90333 0.90219
N -0.57053 -2.01353 0.25116
C -0.62318 0.43056 0.15881
O 1.87218 0.07513 2.63123
H -0.36354 -2.04341 -2.09235
H -0.20444 -0.37034 -2.38240
H -0.62103 -1.78902 1.25181
H 1.88412 0.16040 -0.51866
H 2.38009 1.62357 0.49643
H -1.77592 2.19262 0.35816
H -2.53975 0.83334 -0.64720
*
```

Values from the calculation:
Lowest unoccupied orbital energy = -0.0072 Eh
Max |F| = 0.100 hartree/bohr
HOMO = -9.456 eV
SMILES = [H]/N=C(/N)C(=C)N1CC1=O
Energy above the lowest of the compared OMol25 structures with the same formula, charge and spin = 3.885 eV
Total energy = -11812.504 eV